2 unconnected molecules or ions with the total composition C4H4F3N in a non-equilibrium geometry, computed with the ωB97M-V functional and the def2-TZVPD basis.

Properties
LUMO level (spin up / spin down) = -2.142 / 0.123 eV
Relative energy (zero: lowest compared OMol25 entry of this formula, charge and spin) = 402.1 kJ/mol
Frontier orbital gap (spin up / spin down) = 4.5 / 10.2 eV
E_HOMO (spin up / spin down) = -6.67 / -10.11 eV
2S+1 = 1
Net charge = 0

Last column: natural (NBO) charge in e.
Positions of all 12 atoms, in Å:
C -1.061 -1.252 1.613  -0.387
C -1.204 -0.719 0.379  -0.417
C -1.418 0.503 -0.190  0.411
C 2.162 0.500 -1.146  0.971
N -1.882 1.503 -0.654  -0.619
F 2.635 -0.799 -1.184  -0.329
F 3.175 1.305 -1.659  -0.338
F 2.087 0.866 0.164  -0.323
H -0.771 -2.267 1.605  0.199
H -1.346 -0.710 2.485  0.194
H -0.903 -1.361 -0.380  0.232
H -1.474 2.432 -1.034  0.406